Record 1
Molecular formula: C43H78NO11PS
Method: DFT, ωB97M-V/def2-TZVPD

Results
* E_LUMO: -0.033 Ha
* 2S+1: 1
* HOMO-LUMO gap: 7.015 eV
* molecular weight: 848.13 u
* E: -3306.87994 hartree

Geometry as XYZ:
```
135
Properties=species:S:1:pos:R:3:mulliken_charge:R:1
C -1.00 1.96 -1.53 0.40
C -0.18 1.08 -1.52 -1.68
C 1.00 0.21 -1.41 -0.20
C 1.75 0.52 -0.08 -0.99
C 1.80 -0.69 0.91 -0.43
C 3.25 -1.00 1.21 0.24
C 4.02 -1.75 0.30 1.03
C 3.52 -2.33 -1.02 -0.78
C 2.31 -3.25 -0.99 -0.31
C 2.43 -4.62 -1.23 -0.89
C 5.36 -1.97 0.61 -0.93
C 5.97 -1.47 1.75 -1.27
C 5.21 -0.73 2.63 0.77
C 3.86 -0.51 2.37 0.65
C 3.13 0.31 3.40 0.16
O 2.30 1.16 3.16 -0.60
C 3.55 0.02 4.83 0.24
C 2.66 -0.06 5.90 -0.76
N 1.26 0.10 5.69 0.00
C 0.70 -1.03 5.43 1.09
C -0.81 -1.14 5.31 -1.27
C 1.45 -2.35 5.26 -1.47
C 3.16 -0.32 7.17 -0.43
C 4.52 -0.51 7.39 0.43
P 5.04 -0.88 9.08 0.17
S 6.09 0.52 9.92 -0.40
C 5.40 -0.44 6.32 -0.76
C 4.91 -0.19 5.06 0.84
C 5.81 -0.13 3.87 -0.49
O 6.91 0.38 3.90 -0.55
H -1.80 2.64 -1.33 0.67
H 0.67 -0.83 -1.38 0.16
H 1.65 0.39 -2.27 0.37
H 1.31 1.40 0.38 0.75
H 2.79 0.78 -0.34 0.28
H 1.24 -1.54 0.55 0.79
H 1.32 -0.39 1.85 -0.08
H 4.33 -2.93 -1.42 0.53
H 3.37 -1.53 -1.75 0.23
H 1.30 -2.89 -0.84 0.34
H 2.78 -5.33 -0.48 0.28
H 2.08 -4.99 -2.19 0.25
H 5.98 -2.53 -0.08 0.39
H 7.02 -1.64 1.94 0.48
H -1.26 -1.30 6.28 0.13
H -1.20 -0.21 4.90 0.03
H -1.05 -1.99 4.66 0.59
H 2.21 -2.28 4.49 0.29
H 1.90 -2.63 6.21 0.29
H 0.76 -3.14 4.98 0.48
H 2.45 -0.36 7.99 0.33
H 3.88 -1.20 9.82 0.07
H 5.75 -2.10 8.98 0.09
H 6.47 -0.58 6.49 0.47
C -2.73 -0.71 -4.72 -0.85
C -3.73 -1.30 -3.74 -0.30
O -3.05 -1.82 -2.60 -0.49
H -2.02 -1.47 -5.05 0.13
H -3.24 -0.30 -5.60 0.35
H -2.15 0.08 -4.24 0.25
H -4.28 -2.11 -4.20 0.32
H -4.44 -0.54 -3.40 0.34
H -2.57 -1.08 -2.20 0.24
C -1.06 2.43 4.09 -0.82
C -1.52 1.85 2.77 -0.23
O -0.57 2.14 1.75 -0.41
H -0.93 3.51 4.01 0.40
H -1.77 2.22 4.89 0.28
H -0.09 2.01 4.38 0.12
H -2.47 2.28 2.46 0.34
H -1.64 0.77 2.85 0.19
H 0.27 1.76 2.04 0.13
C 3.58 4.25 -3.05 -1.26
C 2.62 3.20 -2.52 0.11
O 2.81 1.94 -3.17 -0.52
H 3.45 4.38 -4.12 0.31
H 3.42 5.21 -2.55 0.36
H 4.62 3.94 -2.88 0.36
H 1.59 3.49 -2.70 0.24
H 2.75 3.06 -1.44 0.10
H 3.72 1.66 -3.01 0.28
C -1.47 1.62 9.51 -1.12
C -1.98 1.07 8.19 -0.23
O -1.09 1.39 7.12 -0.25
H -1.35 2.70 9.45 0.28
H -2.16 1.38 10.33 0.37
H -0.49 1.19 9.76 0.30
H -2.94 1.51 7.94 0.34
H -2.10 -0.02 8.25 0.24
H -0.23 1.00 7.32 0.07
C -5.73 -3.56 -1.18 -0.71
C -5.42 -4.54 -0.06 -0.33
O -6.49 -5.47 0.13 -0.53
H -6.65 -3.01 -0.96 0.29
H -4.92 -2.85 -1.31 0.11
H -5.89 -4.09 -2.12 0.33
H -5.29 -4.01 0.88 0.28
H -4.50 -5.09 -0.29 0.27
H -6.61 -5.95 -0.69 0.30
C -3.92 5.79 -2.66 -0.79
C -4.02 4.34 -3.12 -0.32
O -3.88 3.44 -2.02 -0.45
H -2.96 5.96 -2.17 0.27
H -4.01 6.47 -3.51 0.34
H -4.70 6.02 -1.94 0.14
H -3.23 4.10 -3.83 0.31
H -4.99 4.16 -3.60 0.28
H -4.59 3.64 -1.39 0.24
C -0.60 -5.10 -7.09 -1.10
C -1.21 -3.77 -6.67 -0.07
O -1.90 -3.16 -7.76 -0.53
H 0.10 -4.96 -7.92 0.25
H -0.06 -5.56 -6.26 0.31
H -1.37 -5.79 -7.44 0.35
H -0.43 -3.08 -6.35 0.28
H -1.91 -3.92 -5.84 0.19
H -2.60 -3.76 -8.04 0.29
C 3.26 -4.14 -10.30 -0.97
C 3.52 -5.14 -9.19 -0.26
O 2.43 -6.05 -9.05 -0.50
H 2.35 -3.58 -10.10 0.25
H 4.09 -3.44 -10.39 0.32
H 3.13 -4.65 -11.25 0.32
H 3.63 -4.63 -8.23 0.28
H 4.43 -5.71 -9.38 0.29
H 2.33 -6.52 -9.89 0.28
C -6.27 9.70 -1.76 -1.12
C -6.37 8.26 -2.21 -0.03
O -6.23 7.37 -1.10 -0.55
H -5.32 9.88 -1.27 0.30
H -6.37 10.39 -2.61 0.32
H -7.06 9.94 -1.03 0.33
H -5.58 8.02 -2.91 0.20
H -7.33 8.07 -2.70 0.25
H -6.94 7.58 -0.48 0.32
```

***

Record 2
Molecular formula: C19H15ClCoN4O2
Method: DFT, ωB97M-V/def2-TZVPD

Results
* E_LUMO (spin up / spin down): -0.180 / -0.221 Ha
* total charge: +1
* 2S+1: 5
* HOMO-LUMO gap (spin up / spin down): 6.537 / 5.742 eV
* molecular weight: 425.74 u
* E: -2945.23573 hartree

Geometry as XYZ:
```
42
Properties=species:S:1:pos:R:3:lowdin_spin:R:1
Co -0.42 -0.71 -0.40 2.62
C -4.00 2.57 -0.43 0.14
C -3.75 1.20 -0.52 0.00
C -2.46 0.77 -0.70 0.13
C -1.36 1.69 -0.75 0.04
C -1.65 3.07 -0.65 0.10
C -2.95 3.48 -0.50 0.00
N -0.15 1.08 -0.88 0.38
C 1.15 1.51 -0.85 -0.01
C 1.66 2.81 -0.84 0.08
C 3.03 3.00 -0.77 -0.03
C 3.92 1.93 -0.73 0.10
C 3.46 0.63 -0.76 -0.01
C 2.09 0.41 -0.79 0.08
N 1.46 -0.80 -0.67 0.06
N 2.01 -1.92 -0.81 0.08
C 1.10 -2.95 -0.67 0.01
C 1.51 -4.28 -0.61 0.02
C 0.56 -5.27 -0.52 0.01
C -0.79 -4.93 -0.50 0.02
C -1.14 -3.59 -0.55 0.02
N -0.23 -2.62 -0.62 0.05
H -5.02 2.91 -0.31 0.01
H -4.56 0.49 -0.46 0.00
H -2.28 -0.32 -0.85 0.02
H -0.86 3.80 -0.68 0.01
H -3.17 4.54 -0.43 0.00
H 1.02 3.67 -0.89 0.01
H 3.41 4.01 -0.73 0.00
H 4.99 2.12 -0.68 0.01
H 4.14 -0.21 -0.72 0.00
H 2.57 -4.49 -0.63 0.00
H 0.85 -6.31 -0.45 0.00
H -1.56 -5.69 -0.45 0.00
H -2.17 -3.29 -0.53 0.00
Cl 0.00 -1.48 4.28 0.00
C -0.02 0.22 3.82 0.00
C -0.10 0.46 2.29 0.01
O 0.21 1.58 1.90 0.01
O -0.50 -0.53 1.59 0.08
H 0.89 0.70 4.18 0.00
H -0.88 0.70 4.28 0.00
```

***

Record 3
Molecular formula: C4H12NO2P
Method: DFT, ωB97M-V/def2-TZVPD

Results
* E_LUMO (spin up / spin down): 0.033 / -0.059 Ha
* 2S+1: 3
* HOMO-LUMO gap (spin up / spin down): 6.337 / 8.546 eV
* molecular weight: 137.12 u
* E: -706.07595 hartree

Geometry as XYZ:
```
20
Properties=species:S:1:pos:R:3:lowdin_spin:R:1
C 1.61 -0.89 1.09 0.00
C 0.51 1.54 0.24 0.08
C 1.18 -0.83 -0.38 0.09
C 0.46 0.40 -0.73 0.53
N 0.08 0.66 -1.98 0.20
O -2.63 -0.39 1.64 0.12
O -2.90 0.42 -0.71 0.21
P -1.97 -0.35 0.15 0.46
H 2.32 -1.77 1.16 0.00
H 2.14 -0.04 1.36 0.00
H 0.74 -1.07 1.66 0.00
H -0.28 2.33 0.15 0.01
H 0.56 1.11 1.27 0.01
H 1.63 1.86 0.09 0.04
H 1.96 -1.02 -1.19 0.03
H 0.63 -1.79 -0.63 0.03
H -0.54 0.05 -2.36 0.02
H -0.10 1.59 -2.20 0.01
H -3.50 0.03 1.49 0.01
H -1.90 -1.83 -0.11 0.15
```

***

Record 4
Molecular formula: C5H13N2O
Method: DFT, ωB97M-V/def2-TZVPD

Results
* E_LUMO (spin up / spin down): -0.212 / -0.213 Ha
* total charge: +1
* 2S+1: 1
* HOMO-LUMO gap (spin up / spin down): 9.341 / 9.341 eV
* molecular weight: 117.17 u
* E: -382.63729 hartree

Geometry as XYZ:
```
21
Properties=species:S:1:pos:R:3:nbo_charge:R:1
C 0.78 1.92 0.47 -0.74
C -1.16 2.19 -1.33 -0.68
C 1.38 -1.67 1.22 -0.90
C -1.10 -1.95 -1.33 -0.46
C -0.13 1.35 -0.51 0.50
N -0.14 0.08 -0.72 -0.27
N -0.46 -0.68 -1.70 0.43
O -0.11 -0.48 -2.82 -0.23
H 1.17 1.12 1.16 0.29
H 1.73 2.20 -0.05 0.30
H 0.40 2.92 0.99 0.29
H -1.46 3.08 -0.84 0.27
H -1.97 1.49 -1.74 0.25
H -0.54 2.56 -2.15 0.27
H 2.42 -1.42 1.58 0.25
H 0.65 -1.89 2.08 0.23
H 1.64 -2.57 0.64 0.22
H -1.87 -1.52 -0.62 0.24
H -0.49 -2.70 -0.84 0.28
H -1.64 -2.37 -2.11 0.26
H 0.85 -1.05 0.45 0.20
```

***

- What is the molecular weight in the fourth record?
  117.17 u

***

- What is the E in the first record?
  -3306.87994 hartree

***

- Which formula does entry 3 have?
  C4H12NO2P